C22H35IrO4Se2Si2Te3 | wB97M-V/def2-TZVPD

## Properties
Spin multiplicity = 1
M = 1152.63 u
HOMO energy = -7.0823 eV
Electronic energy = -7450.60686 Eh
Strongest force on any atom = 0.43 eV/A
Net charge = 0
LUMO = -1.397 eV
Energy above the lowest of the compared OMol25 structures with the same formula, charge and spin = 50.88 kcal per mole
HOMO-LUMO gap = 5.685 eV

Geometry (Å):
Ir -3.008 0.915 -2.142
Se -4.802 1.506 -3.758
Te -3.545 3.338 -2.655
Te -1.520 3.446 -4.450
Se -1.227 1.009 -3.760
O -0.919 3.163 -1.006
C -1.000 2.691 0.333
C -1.059 1.134 0.329
O -0.362 0.484 1.087
O -1.887 0.569 -0.482
C 0.161 3.234 1.170
C 1.037 4.159 0.615
C 2.087 4.680 1.362
C 2.262 4.294 2.680
C 1.373 3.391 3.249
C 0.329 2.869 2.504
C -2.310 3.244 0.884
C -3.116 2.500 1.736
C -4.296 3.039 2.233
C -4.679 4.326 1.885
C -3.869 5.078 1.044
C -2.690 4.541 0.548
H -0.232 2.676 -1.478
H 0.906 4.470 -0.412
H 2.765 5.391 0.908
H 3.080 4.696 3.263
H 1.494 3.088 4.282
H -0.350 2.163 2.959
H -2.832 1.490 2.007
H -4.919 2.447 2.891
H -5.599 4.744 2.272
H -4.152 6.088 0.778
H -2.050 5.130 -0.097
O -2.898 -1.296 -2.176
H -3.761 -1.714 -2.288
H -2.343 -1.618 -2.899
C -1.637 -5.343 -1.233
Si 0.136 -5.531 -0.634
C 0.898 -7.033 -1.463
C 0.163 -5.762 1.222
C 1.094 -3.994 -1.098
Te 0.171 -2.201 -0.312
C 1.883 -1.606 0.827
Si 3.119 -0.601 -0.164
C 2.326 0.989 -0.751
C 4.584 -0.200 0.940
C 3.727 -1.575 -1.648
H -2.269 -6.156 -0.867
H -1.687 -5.348 -2.324
H -2.060 -4.404 -0.867
H 0.344 -7.944 -1.221
H 1.931 -7.177 -1.140
H 0.901 -6.924 -2.549
H -0.405 -6.647 1.515
H -0.270 -4.896 1.728
H 1.186 -5.888 1.584
H 1.191 -3.886 -2.180
H 2.107 -4.024 -0.691
H 2.310 -2.507 1.272
H 1.468 -0.997 1.631
H 2.070 1.637 0.090
H 1.405 0.775 -1.301
H 3.002 1.535 -1.414
H 4.265 0.360 1.821
H 5.324 0.405 0.411
H 5.082 -1.111 1.283
H 2.897 -1.860 -2.297
H 4.254 -2.484 -1.350
H 4.420 -0.967 -2.235

C22H35N9O3P2Pt | wB97M-V/def2-TZVPD

## Properties
Spin multiplicity = 1
M = 730.61 u
HOMO energy (alpha / beta) = -13.5475 / -13.5467 eV
Electronic energy = -2379.57724 Eh
Strongest force on any atom = 4.45 eV/A
Net charge = +2
LUMO (alpha / beta) = -6.910 / -6.910 eV
Energy above the lowest of the compared OMol25 structures with the same formula, charge and spin = 3.20 kcal per mole
HOMO-LUMO gap (alpha / beta) = 6.637 / 6.637 eV

Geometry (Å):
Pt 1.556 0.085 -0.932
N 1.483 0.962 3.350
C 1.064 0.835 2.085
N 1.848 0.489 1.108
C 3.222 0.326 1.360
N 4.033 0.212 0.335
N 3.478 0.170 -0.827
C 4.120 0.277 -2.007
C 3.328 0.031 -3.138
C 3.822 -0.044 -4.459
C 2.959 -0.310 -5.493
C 1.603 -0.517 -5.214
C 1.166 -0.448 -3.901
N 1.982 -0.170 -2.893
C 3.696 0.292 2.716
C 4.999 -0.075 3.062
C 5.371 -0.110 4.393
C 4.459 0.217 5.391
C 3.164 0.594 5.068
C 2.781 0.625 3.737
H 0.846 1.257 4.078
H 0.019 1.017 1.875
H 5.167 0.535 -2.030
H 4.881 0.087 -4.617
H 3.328 -0.388 -6.505
H 0.912 -0.739 -6.010
H 0.133 -0.649 -3.643
H 5.689 -0.338 2.277
H 6.376 -0.395 4.666
H 4.760 0.190 6.427
H 2.466 0.866 5.846
C -2.089 -3.844 -0.907
N -2.571 -2.513 -0.609
C -4.007 -2.356 -0.547
P -1.457 -1.355 -0.169
O -0.323 -1.310 -1.119
O -2.343 -0.034 -0.131
P -1.883 1.480 -0.705
O -0.433 1.526 -0.933
N -2.761 1.693 -2.096
C -2.167 1.270 -3.352
C -4.211 1.716 -2.120
N -2.337 2.373 0.609
C -3.639 2.246 1.237
C -1.719 3.679 0.791
N -0.903 -1.479 1.410
C -1.859 -1.428 2.502
C 0.204 -2.380 1.667
H -2.416 -4.561 -0.147
H -1.002 -3.834 -0.945
H -2.469 -4.178 -1.875
H -4.444 -3.073 0.153
H -4.450 -2.525 -1.532
H -4.252 -1.350 -0.216
H -1.086 1.288 -3.251
H -2.462 1.962 -4.142
H -2.492 0.265 -3.639
H -4.595 2.252 -1.259
H -4.640 0.709 -2.138
H -4.536 2.238 -3.020
H -4.092 1.301 0.949
H -4.302 3.070 0.960
H -3.522 2.259 2.325
H -0.781 3.715 0.242
H -1.515 3.840 1.854
H -2.365 4.492 0.444
H -2.601 -0.659 2.302
H -1.327 -1.170 3.420
H -2.362 -2.386 2.657
H 0.851 -2.422 0.791
H -0.135 -3.390 1.912
H 0.780 -2.008 2.517

C22H35NO2P2S2Sr | wB97M-V/def2-TZVPD

## Properties
Spin multiplicity = 1
M = 559.23 u
HOMO energy = -4.3648 eV
Electronic energy = -2574.00436 Eh
Strongest force on any atom = 3.21 eV/A
Net charge = 0
LUMO = -0.731 eV
Energy above the lowest of the compared OMol25 structures with the same formula, charge and spin = 57.87 kcal per mole
HOMO-LUMO gap = 3.634 eV

Geometry (Å):
P -0.291 -1.877 -3.055
P -0.198 2.199 -2.945
C -0.814 -0.426 -4.070
C -0.015 0.904 -4.202
H -1.868 -0.219 -3.825
H -0.817 -0.853 -5.090
H 1.057 0.735 -4.413
H -0.406 1.429 -5.094
C -1.934 2.677 -2.820
H -2.097 3.254 -1.897
H -2.594 1.798 -2.810
H -2.197 3.313 -3.680
C 0.900 3.550 -3.393
H 0.509 4.077 -4.276
H 1.897 3.150 -3.632
H 0.996 4.264 -2.563
C -1.710 -2.939 -2.719
H -1.567 -3.467 -1.765
H -1.801 -3.678 -3.535
H -2.636 -2.345 -2.664
C 0.878 -2.725 -4.175
H 1.693 -2.040 -4.461
H 0.356 -3.056 -5.081
H 1.313 -3.597 -3.665
Sr -2.299 0.174 2.041
C 1.740 1.643 -0.873
C 0.365 1.562 -1.325
C -0.596 0.354 -0.905
C -0.022 -0.954 -0.371
C 0.656 -1.889 -1.450
C 2.060 -1.658 -1.738
C 2.493 -0.352 -2.139
C 2.767 0.637 -0.943
C -1.035 -1.989 2.817
H 1.986 2.543 -0.300
H -0.091 2.445 -0.799
H -1.302 0.132 -1.725
H -1.251 0.823 -0.127
H 0.641 -0.735 0.482
H -0.868 -1.532 0.062
H 0.552 -2.943 -1.124
H 2.768 -2.472 -1.574
H 1.662 0.070 -2.738
H 3.386 -0.405 -2.787
H 2.869 0.072 -0.002
H 3.740 1.119 -1.132
H -0.800 -1.866 3.890
H -0.094 -2.219 2.285
H -1.760 -2.819 2.703
O -3.238 -0.175 4.560
S -2.515 0.974 5.158
O -3.276 1.986 5.832
N -1.623 1.567 3.884
C -0.295 1.266 3.932
S 0.493 1.272 2.439
C 0.099 0.776 5.243
C 1.343 0.319 5.704
C 1.438 -0.305 6.948
C 0.286 -0.518 7.728
C -0.972 -0.103 7.258
C -1.039 0.528 6.024
H 2.210 0.466 5.059
H 2.403 -0.648 7.319
H 0.359 -1.007 8.696
H -1.891 -0.266 7.815